1.
36
Properties=species:S:1:pos:R:3:forces:R:3 method="wB97M-V/def2-TZVPD" gap_ev=3.8473 homo_ev=-2.458 charge=-1
Cl -3.46127 2.82679 -1.56382 0.05 -0.06 0.02
S -4.56513 -1.26486 -1.09461 0.07 -0.02 0.05
O 2.72873 0.12146 -0.21990 0.13 0.05 -0.04
O 2.15483 2.04252 0.56340 0.06 -0.01 -0.02
O -4.68041 -2.38529 -2.00838 -0.06 0.02 0.00
O -3.92456 -1.43958 0.18391 -0.05 -0.06 -0.01
N -0.58968 -0.45085 -0.46918 0.04 -0.06 0.01
N -1.77638 -1.50865 -2.14830 0.11 0.03 -0.16
N 2.65405 0.94068 0.67064 -0.11 -0.05 0.04
N 0.31513 -0.42816 -2.69827 0.04 -0.01 -0.02
C 4.17911 -0.14740 4.44774 0.00 0.00 -0.01
C -1.66910 0.92298 -2.23774 0.13 0.04 0.14
C 3.19504 0.56214 1.99299 -0.04 0.00 -0.03
C 3.09826 1.46834 3.03205 0.02 -0.01 0.02
C 3.59960 1.10190 4.27127 0.00 0.01 -0.01
C 4.26040 -1.03978 3.38713 0.00 0.00 -0.01
C -4.07631 0.25306 -1.98522 -0.02 0.09 -0.14
C 3.76297 -0.68898 2.14188 0.00 0.00 0.02
C -2.93725 1.03839 -1.43466 -0.16 0.12 0.02
C -0.91339 -0.37136 -1.89634 -0.02 0.01 0.11
H -1.34366 -2.35258 -1.79056 -0.05 0.01 0.03
H -5.86180 -0.93305 -0.81756 0.03 0.00 0.09
H 2.63453 2.42830 2.86178 -0.01 -0.01 -0.01
H 4.70567 -2.01535 3.52892 0.00 0.00 0.00
H -1.00290 1.74107 -1.94466 -0.02 0.04 -0.09
H -1.45890 -0.21670 0.01814 0.01 -0.02 -0.01
H -1.79584 0.99698 -3.33888 -0.06 -0.12 -0.01
H -1.92765 -1.61488 -3.14549 0.01 -0.02 0.03
H 3.79887 -1.36238 1.29885 -0.01 0.00 0.00
H 4.56367 -0.42980 5.41925 0.00 0.00 0.00
H 3.53085 1.79275 5.10081 0.00 -0.01 0.00
H -3.98824 -0.12281 -3.02086 0.05 0.02 0.00
H -4.99787 0.83669 -1.91735 -0.04 -0.05 -0.04
H 0.95076 -1.07885 -2.24440 -0.01 -0.01 -0.01
H 0.06216 0.30037 -0.26454 -0.06 0.06 -0.01
H 0.77571 0.47686 -2.67802 -0.02 0.00 0.03


2.
80
Properties=species:S:1:pos:R:3:forces:R:3 method="wB97M-V/def2-TZVPD" gap_ev=2.9304 e_above_lowest_kcal_mol=19.0 homo_ev=0.630 charge=-2
Zn -0.11559 -0.50247 -0.79188 0.72 -0.37 -0.11
S -3.00414 0.32253 -4.70947 0.02 0.02 0.05
S -3.52675 1.33471 -1.94499 0.02 0.26 0.13
O -1.77767 -1.77843 -0.24040 0.00 -0.73 -0.21
O 0.17277 0.92607 -2.22198 0.05 0.12 -0.29
O 1.97174 2.86465 -3.12757 -0.15 0.10 0.29
N 0.20986 3.50915 5.09035 0.21 -0.11 0.51
N -0.72686 5.03445 3.79013 -0.24 0.38 -0.31
N 1.43111 -1.20550 -0.00388 0.74 -0.06 0.50
N -0.57384 0.91117 0.74792 -0.11 0.16 0.17
N -0.48110 -1.77939 -2.45221 -0.16 -0.01 0.30
N -0.96414 -3.01370 -2.03976 0.29 -0.01 0.24
N -3.48326 -1.21192 -2.71708 0.23 0.03 -0.08
C -3.18999 -2.18265 -3.76532 -0.04 0.05 -0.20
C 2.11119 0.45747 -5.85698 -0.03 0.09 0.04
C 0.06013 -1.69528 -3.59912 0.10 0.34 -0.25
C 0.83125 0.70975 -3.31039 -0.36 -0.25 0.06
C -0.90660 3.11698 1.57496 -0.17 0.32 -0.20
C 1.33943 -0.56927 -5.35416 0.00 -0.04 -0.01
C -1.52418 -2.87961 -0.85193 -0.11 0.39 -0.03
C 0.07317 4.69224 5.79744 0.04 -0.13 -0.01
C 5.12926 -3.09989 0.87140 -0.12 0.03 -0.03
C -3.34341 0.09020 -3.00332 -0.23 -0.31 -0.19
C 0.73027 -0.49102 -4.09395 0.01 -0.04 0.16
C -0.52176 5.67151 4.99122 0.00 -0.06 -0.07
C 0.41974 4.99933 7.11051 0.02 0.03 0.09
C -0.79381 6.95755 5.44595 -0.03 -0.01 -0.12
C 4.00519 -3.83629 0.44887 -0.13 0.27 0.00
C -2.32491 -5.28786 -0.84438 -0.03 -0.08 -0.12
C 4.98855 -1.70192 0.93676 -0.26 -0.08 -0.07
C -1.71555 -4.22286 1.21921 -0.06 -0.06 -0.01
C -0.98857 2.15499 0.57937 -0.22 0.26 -0.30
C -3.23760 -1.43735 -5.10280 -0.10 0.23 0.02
C -1.99810 -5.39472 1.91049 -0.01 0.07 -0.12
C 0.05939 1.46840 2.97822 0.02 -0.04 0.15
C 2.31281 1.59127 -5.05797 -0.04 -0.11 -0.17
C -0.44497 7.24535 6.75148 0.04 -0.12 0.06
C -0.05755 0.56850 1.92712 0.21 -0.25 0.32
C 2.80068 -3.23400 0.12968 0.33 0.12 0.10
C -0.27464 3.74835 3.90939 -0.07 -0.13 -0.25
C -2.62755 -6.45489 -0.15205 0.00 0.05 -0.02
C 0.15501 6.27686 7.57282 0.00 -0.02 0.00
C -0.37379 2.77703 2.80421 0.12 -0.12 0.18
C -1.87311 -4.16355 -0.16514 -0.03 0.09 0.21
C 2.58187 -1.78424 0.21852 -0.53 0.15 -0.06
C 1.70914 1.71190 -3.82827 0.17 -0.03 0.01
C 3.79965 -1.06544 0.62384 -0.01 -0.29 -0.04
C -2.46103 -6.51457 1.22551 0.02 0.07 0.06
C 2.18909 2.72601 -1.71716 0.17 0.01 -0.17
H -1.85597 -5.43162 2.98504 0.01 -0.02 -0.04
H -3.28587 -1.46380 -1.75039 -0.02 0.04 0.10
H -2.44350 -1.75617 -5.77457 0.02 -0.06 0.02
H -2.21478 -2.63530 -3.59437 -0.30 0.01 -0.08
H -1.26035 7.70242 4.81272 0.02 -0.02 0.00
H 0.07531 -2.58508 -4.23582 0.08 -0.04 -0.08
H 0.49304 1.17763 3.92566 -0.03 -0.09 -0.07
H -1.35329 -3.33611 1.72556 -0.02 -0.05 -0.01
H -3.93917 -2.97513 -3.74285 -0.05 -0.03 0.00
H 0.41272 6.53735 8.59188 0.00 0.01 -0.01
H 5.84412 -1.09643 1.24162 -0.06 -0.03 -0.01
H -4.19811 -1.54820 -5.60449 -0.02 -0.06 -0.02
H 2.78757 3.58986 -1.42214 0.04 0.00 -0.04
H 0.88115 4.24899 7.74111 -0.02 0.04 -0.02
H 2.73057 1.80734 -1.48293 -0.01 -0.04 -0.02
H -2.43277 -5.24080 -1.92328 0.04 0.01 0.08
H 4.08456 -4.92161 0.36730 -0.01 0.05 0.01
H -1.25974 4.12124 1.36609 0.00 -0.08 -0.10
H -2.68849 -7.42907 1.76393 0.01 0.04 -0.02
H 1.19629 -1.47663 -5.93849 0.06 0.02 0.08
H 6.06187 -3.59222 1.13174 -0.04 0.04 -0.04
H 3.72644 0.01983 0.68193 -0.01 -0.07 0.00
H 0.29454 -0.46017 1.99519 0.09 0.15 -0.12
H -0.64333 8.23289 7.14654 0.01 0.02 0.03
H -1.14278 5.42849 2.96644 0.00 0.01 0.00
H -1.40200 2.38875 -0.39707 0.08 -0.01 0.04
H 1.25635 2.71182 -1.16558 -0.12 0.00 0.01
H 1.95907 -3.83973 -0.20064 0.02 0.07 0.03
H -2.99437 -7.32195 -0.69088 0.03 0.01 0.00
H 2.95250 2.40282 -5.39423 -0.04 -0.05 0.06
H 2.58761 0.38101 -6.82821 -0.05 -0.01 0.04


3.
48
Properties=species:S:1:pos:R:3:forces:R:3 method="wB97M-V/def2-TZVPD" gap_ev="2.3619 / 10.5066" e_above_lowest_kcal_mol=115.6 spin_multiplicity=2 homo_ev="0.070 / -8.189" charge=-1
O -5.11011 0.85424 0.67112 -2.09 2.67 -0.61
O -1.92292 2.20232 0.57035 -1.49 0.56 2.41
O 4.30659 -3.38740 1.48363 -0.56 -1.20 -0.01
O 2.54268 -1.77186 -1.51909 0.69 -4.02 0.91
O 4.60086 0.10655 -1.07521 -0.38 -1.39 0.32
O -0.28166 0.33204 -3.51767 -0.53 -2.29 -0.97
O -2.04839 -0.57244 5.27363 -2.42 -0.43 -0.31
O -4.60160 -1.20242 -1.78623 -0.28 5.19 2.09
O 2.30100 1.02399 -2.30336 -2.98 -1.46 -0.51
O 0.60580 2.70708 0.00162 7.64 -1.42 -1.39
O -2.92257 4.93401 0.59755 4.05 -0.91 -7.23
O 3.06551 3.56703 0.34518 3.26 -10.37 3.97
O -0.69399 -2.61231 -0.58850 -0.15 1.00 0.48
O -2.81409 -3.07934 2.82529 6.89 -3.59 2.34
O -0.47690 -1.82961 2.68002 3.02 4.34 8.23
O 3.95332 -1.16111 -3.41632 -0.94 1.97 0.81
H -2.04510 5.29960 0.71365 0.12 0.20 0.13
H -0.89935 -0.07214 -2.87272 0.23 0.66 0.02
H 3.42416 -0.42532 -2.93107 0.27 -2.36 -0.80
H 3.14881 1.00019 -1.95160 2.83 1.07 1.03
H 1.68808 -1.66069 -1.92033 -0.90 0.25 -0.29
H 4.02336 -3.04812 0.61090 -0.08 -0.53 0.76
H 2.70881 -2.80690 -1.62160 -0.57 3.42 0.18
H -2.98594 -3.98982 2.69136 -0.71 -1.03 -0.38
H -0.16552 2.88526 0.32614 -7.48 1.06 3.10
H 4.46885 -0.52529 -3.88872 1.17 0.20 -1.29
H 0.06126 -2.28606 -0.00208 -1.89 0.12 -1.26
H 4.92660 -0.70550 -1.63819 -1.79 1.92 1.90
H -1.47333 -1.95607 -0.70712 2.15 -1.04 0.71
H 2.68427 4.24479 0.05516 -4.77 9.10 -3.80
H 2.04953 1.75446 -2.84504 0.37 0.69 -0.39
H -2.11647 -1.45670 4.89544 0.00 0.18 0.05
H -4.48265 0.18456 0.46583 0.78 -0.72 -1.18
H 3.79922 -0.10046 -0.46418 2.28 -0.35 -1.82
H -2.29864 1.79360 1.42155 0.88 0.45 -1.90
H -0.70266 -2.21558 1.95917 -2.88 -4.22 -7.10
H 3.86441 -4.26792 1.66644 0.61 1.79 -0.74
H -3.35371 5.01351 1.32954 -4.14 0.86 7.17
H 0.57142 2.79314 -0.92213 -0.18 -0.14 -1.86
H -4.91336 -0.32226 -2.23582 0.86 -2.17 1.09
H -3.47428 -2.56357 2.65846 -6.52 4.49 -1.86
H -1.15989 -0.42331 5.47140 2.27 0.27 0.33
H 2.25998 2.91972 0.41538 1.94 1.51 -0.09
H -4.71248 -1.82978 -2.41921 -0.47 -3.05 -3.10
H -0.97559 -2.18890 3.43573 0.25 0.01 -1.32
H -0.23749 -0.45651 -4.14854 0.18 1.69 0.91
H -5.41014 1.40569 -0.14270 1.33 -1.94 1.81
H -2.30030 3.12015 0.65885 0.14 -1.03 -0.53